No. 1
Computed, not measured: a cluster of 2 separate species, C4H12NO2PS in total in a non-equilibrium geometry, with wB97M-V/def2-TZVPD.

Geometry as XYZ:
```
21
Properties=species:S:1:pos:R:3:nbo_charge:R:1
C -1.41 -1.95 -0.52 -0.47
C -1.41 -1.13 1.88 -0.42
C 2.59 -0.25 -0.56 -0.24
C 0.20 3.17 -0.39 -0.70
N -1.42 -0.85 0.41 -0.79
O -0.40 0.33 -1.52 -1.07
O 2.04 -0.20 0.64 -0.70
P -0.40 0.29 -0.07 1.93
S -0.87 2.20 0.78 -0.04
H -2.43 -2.32 -0.92 0.21
H -1.04 -1.61 -1.56 0.28
H -0.92 -2.85 -0.07 0.21
H -0.38 -1.54 2.12 0.22
H -1.72 -0.35 2.47 0.22
H -2.06 -1.94 2.03 0.21
H 1.85 -0.80 -1.28 0.14
H 3.58 -0.86 -0.58 0.16
H 2.85 0.73 -1.07 0.13
H 1.09 3.33 0.09 0.22
H -0.18 4.13 -0.61 0.23
H 0.44 2.49 -1.27 0.26
```

Highest occupied orbital energy (alpha / beta)   -8.638 / -8.480 eV
Gap between HOMO and LUMO (alpha / beta)   7.49 / 7.33 eV
DFT total energy   -30048.7620 eV
2S+1   1
Energy above the lowest of the compared OMol25 structures with the same formula, charge and spin   454.3 kJ/mol

No. 2
Computed, not measured: the molecule C5H8O3S in a non-equilibrium geometry, with wB97M-V/def2-TZVPD.

Geometry as XYZ:
```
17
Properties=species:S:1:pos:R:3:nbo_charge:R:1
C -1.00 -1.44 0.47 -0.65
C -0.69 0.83 -1.15 -0.74
C 0.50 -1.19 0.66 -0.01
C 1.03 0.01 0.01 0.44
C 1.93 1.15 0.22 -0.68
O -1.68 0.99 1.21 -0.96
O -3.11 -0.06 -0.63 -0.93
O 1.16 -1.18 -0.62 -0.47
S -1.80 0.17 0.02 2.12
H -1.22 -2.15 -0.46 0.26
H -1.40 -1.82 1.30 0.24
H -0.78 1.84 -1.26 0.23
H -0.58 0.22 -1.93 0.21
H 1.20 -1.61 1.30 0.21
H 1.82 1.69 -0.60 0.24
H 2.93 0.71 0.42 0.23
H 1.67 1.82 1.03 0.25
```

Highest occupied orbital energy   -9.133 eV
Gap between HOMO and LUMO   9.67 eV
DFT total energy   -22287.3224 eV
2S+1   1
Energy above the lowest of the compared OMol25 structures with the same formula, charge and spin   495.3 kJ/mol

No. 3
Computed, not measured: a cluster of 2 separate species, C3H7Cl2P in total in a non-equilibrium geometry, with wB97M-V/def2-TZVPD.

Geometry as XYZ:
```
13
Properties=species:S:1:pos:R:3:nbo_charge:R:1
C 0.49 0.60 -2.01 -0.61
C 0.32 0.19 -0.47 -0.51
C 0.79 -1.17 -0.16 -0.07
P 0.47 -2.04 3.04 0.09
Cl 2.40 -1.49 -0.38 0.07
Cl -0.38 -2.35 -0.64 0.01
H 1.48 0.22 -2.36 0.21
H 0.46 1.68 -2.15 0.22
H -0.40 0.25 -2.67 0.22
H 0.93 0.86 0.10 0.23
H -0.76 0.31 -0.31 0.24
H 0.60 -2.97 1.88 -0.04
H -0.43 -1.15 2.21 -0.04
```

Highest occupied orbital energy (alpha / beta)   -8.179 / -8.854 eV
Gap between HOMO and LUMO (alpha / beta)   7.00 / 8.51 eV
DFT total energy   -37554.5470 eV
2S+1   1
Energy above the lowest of the compared OMol25 structures with the same formula, charge and spin   268.0 kJ/mol

No. 4
Computed, not measured: a cluster of 8 separate species, C34H89ClN7O14 in total in a non-equilibrium geometry, with wB97M-V/def2-TZVPD.

Geometry as XYZ:
```
145
Properties=species:S:1:pos:R:3:lowdin_charge:R:1
Cl -2.64 0.38 -0.05 0.61
O -1.61 -0.29 0.72 -0.39
O -3.93 0.08 0.52 -0.36
O -2.43 1.79 0.04 -0.38
O -2.60 -0.04 -1.42 -0.35
C -2.76 -3.06 3.28 -0.07
O -2.44 -4.37 2.81 -0.24
C -1.05 -4.64 2.88 -0.23
C -0.86 -6.10 2.47 -0.19
N -1.35 -6.92 3.58 -0.07
C -1.49 -8.32 3.28 -0.20
C -0.15 -8.97 2.86 -0.22
O -0.45 -10.23 2.26 -0.20
C 0.69 -10.99 1.98 -0.14
H -3.84 -2.89 3.28 0.09
H -2.40 -2.33 2.55 0.08
H -2.36 -2.97 4.30 0.09
H -0.68 -4.54 3.90 0.12
H -0.48 -3.97 2.23 0.12
H 0.17 -6.29 2.19 0.11
H -1.50 -6.26 1.59 0.13
H -2.20 -6.53 3.96 0.11
H -2.17 -8.53 2.44 0.12
H -1.75 -8.89 4.17 0.12
H 0.55 -9.06 3.69 0.12
H 0.34 -8.42 2.05 0.11
H 1.49 -10.40 1.53 0.09
H 0.41 -11.81 1.33 0.08
H 1.12 -11.44 2.89 0.08
C -2.40 0.17 -4.93 -0.12
O -1.02 0.05 -5.24 -0.19
C -0.74 0.57 -6.52 -0.24
C 0.75 0.36 -6.83 -0.20
N 1.55 0.98 -5.78 -0.04
C 2.96 0.67 -5.96 -0.21
C 3.30 -0.82 -5.75 -0.26
O 2.45 -1.42 -4.80 -0.16
C 2.94 -2.72 -4.52 -0.12
H -2.57 -0.34 -3.99 0.07
H -3.02 -0.29 -5.71 0.08
H -2.69 1.22 -4.84 0.08
H -0.99 1.65 -6.48 0.11
H -1.44 0.22 -7.29 0.11
H 0.92 0.80 -7.82 0.11
H 0.91 -0.71 -6.87 0.12
H 1.46 1.98 -5.91 0.11
H 3.55 1.15 -5.17 0.11
H 3.35 0.93 -6.95 0.11
H 4.36 -0.89 -5.49 0.11
H 3.22 -1.41 -6.68 0.11
H 2.19 -3.22 -3.91 0.09
H 3.86 -2.61 -3.94 0.08
H 3.23 -3.37 -5.36 0.08
C 6.85 3.47 0.46 -0.12
O 6.10 2.52 1.16 -0.18
C 4.72 2.54 0.90 -0.23
C 3.99 3.67 1.63 -0.23
N 2.56 3.64 1.43 -0.04
C 1.89 4.60 2.30 -0.20
C 0.41 4.34 2.46 -0.21
O 0.12 3.23 3.32 -0.24
C -1.30 3.09 3.42 -0.07
H 6.66 3.37 -0.62 0.09
H 7.91 3.21 0.58 0.08
H 6.70 4.49 0.82 0.08
H 4.27 1.59 1.22 0.11
H 4.53 2.66 -0.18 0.12
H 4.37 4.64 1.31 0.11
H 4.28 3.57 2.69 0.11
H 2.18 2.71 1.60 0.07
H 2.17 5.62 2.01 0.11
H 2.29 4.52 3.33 0.12
H -0.03 4.12 1.48 0.11
H -0.09 5.22 2.88 0.11
H -1.48 2.42 4.26 0.09
H -1.65 2.72 2.45 0.08
H -1.81 4.04 3.62 0.09
C 0.36 3.92 -1.77 -0.07
C 0.80 2.57 -2.33 -0.41
C 1.36 1.64 -1.27 -0.21
O 1.57 0.35 -1.82 -0.17
C 1.84 -0.56 -0.77 -0.11
N -0.30 1.87 -3.04 0.07
H -0.57 3.99 -1.21 0.06
H 0.35 4.67 -2.57 0.07
H 1.11 4.39 -1.10 0.06
H 1.59 2.71 -3.07 0.13
H 0.68 1.52 -0.42 0.11
H 2.31 2.03 -0.89 0.10
H 1.97 -1.55 -1.20 0.08
H 0.97 -0.68 -0.12 0.07
H 2.69 -0.25 -0.15 0.07
H -1.08 1.91 -2.38 0.06
H -0.63 2.57 -3.71 0.07
C -4.81 -3.86 0.19 -0.06
C -3.56 -4.11 -0.68 -0.40
C -3.77 -3.45 -2.04 -0.20
O -5.01 -3.86 -2.61 -0.19
C -5.16 -3.32 -3.89 -0.14
N -2.41 -3.45 -0.04 0.07
H -5.70 -4.26 -0.29 0.07
H -4.92 -2.79 0.37 0.08
H -4.73 -4.41 1.13 0.06
H -3.46 -5.19 -0.77 0.13
H -2.93 -3.67 -2.71 0.13
H -3.75 -2.36 -1.97 0.11
H -6.18 -3.48 -4.24 0.08
H -4.51 -3.84 -4.60 0.09
H -5.02 -2.24 -4.00 0.08
H -2.72 -2.50 0.16 0.03
H -2.30 -3.79 0.92 0.02
C 2.69 0.54 4.01 -0.04
C 1.80 -0.16 2.97 -0.42
C 0.81 -1.19 3.56 -0.20
O 1.46 -2.25 4.23 -0.18
C 1.21 -2.25 5.62 -0.12
N 1.11 0.84 2.17 0.07
H 3.33 1.29 3.56 0.06
H 3.30 -0.18 4.56 0.07
H 2.00 1.09 4.66 0.08
H 2.51 -0.70 2.32 0.13
H 0.26 -1.63 2.73 0.11
H 0.07 -0.64 4.15 0.13
H 1.55 -3.19 6.06 0.08
H 0.13 -2.18 5.80 0.08
H 1.70 -1.42 6.12 0.08
H 0.82 1.69 2.67 0.04
H 0.28 0.39 1.79 0.04
C -1.45 9.22 1.15 -0.07
C -0.59 7.93 1.16 -0.43
C -1.31 6.80 0.44 -0.24
O -2.53 6.44 1.02 -0.19
C -3.23 5.45 0.29 -0.09
N 0.68 8.20 0.52 0.03
H -1.49 9.64 0.14 0.07
H -1.03 9.98 1.81 0.07
H -2.46 9.01 1.50 0.07
H -0.38 7.67 2.20 0.13
H -0.68 5.91 0.34 0.10
H -1.50 7.13 -0.60 0.13
H -4.27 5.41 0.60 0.09
H -2.83 4.45 0.46 0.07
H -3.19 5.71 -0.77 0.09
H 0.55 8.54 -0.43 0.07
H 1.17 8.95 0.98 0.07
```

Highest occupied orbital energy   -5.982 eV
Charge   -1
Gap between HOMO and LUMO   8.42 eV
DFT total energy   -88307.7983 eV
2S+1   1
Energy above the lowest of the compared OMol25 structures with the same formula, charge and spin   3.4 kJ/mol

No. 5
Computed, not measured: a structure of composition C63H50BrGeN5O3P2STeV in a non-equilibrium geometry, with wB97M-V/def2-TZVPD.

Geometry as XYZ:
```
128
Properties=species:S:1:pos:R:3:lowdin_spin:R:1
V 1.40 0.11 0.25 0.94
Te -0.38 -3.19 3.66 0.00
C -2.36 -2.75 4.40 0.00
C -2.55 -1.85 5.44 0.00
C -3.84 -1.53 5.82 0.00
N -4.93 -2.04 5.26 0.00
C -4.74 -2.90 4.27 0.00
C -3.50 -3.29 3.81 0.00
C -0.40 -1.44 2.40 0.01
P 0.74 -0.09 2.74 0.00
C -0.33 1.28 3.34 0.00
C 0.23 2.56 3.26 0.00
C -0.56 3.68 3.43 0.00
C -1.92 3.56 3.66 0.00
C -2.47 2.29 3.75 0.00
C -1.69 1.16 3.59 0.00
C 1.54 -0.56 4.31 0.00
C 1.00 -0.22 5.55 0.00
C 1.58 -0.67 6.72 0.00
C 2.70 -1.49 6.68 0.00
C 3.24 -1.84 5.45 0.00
C 2.67 -1.38 4.28 0.00
P -0.18 -1.71 0.65 0.00
C -1.77 -1.06 -0.04 0.01
C -1.76 -0.45 -1.29 0.00
C -2.87 0.25 -1.72 0.00
C -3.98 0.38 -0.90 0.00
C -3.99 -0.23 0.34 0.00
C -2.90 -0.96 0.77 0.00
C -0.48 -3.50 0.36 0.00
C 0.60 -4.38 0.39 0.00
C 0.45 -5.73 0.16 0.00
C -0.81 -6.24 -0.11 0.00
C -1.90 -5.39 -0.13 0.00
C -1.75 -4.03 0.10 0.00
H -1.70 -1.41 5.94 0.00
H -4.03 -0.81 6.61 0.00
H -5.65 -3.29 3.83 0.00
H -3.41 -4.01 3.00 0.00
H 1.28 2.66 3.04 0.00
H -0.11 4.67 3.34 0.00
H -2.54 4.43 3.73 0.00
H -3.54 2.20 3.90 0.00
H -2.14 0.17 3.63 0.00
H 0.13 0.42 5.58 0.00
H 1.15 -0.40 7.67 0.00
H 3.15 -1.84 7.59 0.00
H 4.11 -2.48 5.41 0.00
H 3.10 -1.66 3.32 0.00
H -0.86 -0.50 -1.89 0.00
H -2.85 0.75 -2.68 0.00
H -4.83 0.97 -1.23 0.00
H -4.85 -0.12 0.99 0.00
H -2.89 -1.41 1.75 0.00
H 1.59 -4.00 0.59 0.00
H 1.31 -6.38 0.18 0.00
H -0.94 -7.30 -0.32 0.00
H -2.89 -5.78 -0.35 0.00
H -2.61 -3.38 0.05 0.00
Br 3.62 2.07 0.89 0.01
C 4.18 0.24 0.84 0.04
C 5.50 -0.10 0.65 0.00
C 5.83 -1.45 0.55 0.06
C 4.79 -2.38 0.67 0.01
C 3.51 -1.93 0.84 0.03
N 3.15 -0.63 0.88 0.04
H 6.25 0.67 0.59 0.00
H 6.85 -1.76 0.38 0.00
H 4.99 -3.44 0.62 0.00
H 2.67 -2.62 0.93 0.00
C 2.26 -0.08 -1.42 -0.14
Ge 1.80 -0.32 -3.27 -0.03
C 3.49 -0.65 -4.31 0.00
C 4.59 -1.26 -3.71 0.00
C 5.76 -1.48 -4.40 0.00
C 5.86 -1.10 -5.73 0.00
C 4.77 -0.52 -6.36 0.00
C 3.61 -0.29 -5.65 0.00
C 0.95 1.23 -4.20 -0.01
C -0.43 1.24 -4.39 0.00
C -1.06 2.31 -4.98 0.00
C -0.32 3.40 -5.41 0.00
C 1.05 3.41 -5.21 0.00
C 1.67 2.35 -4.60 0.00
C 0.67 -1.90 -3.78 0.00
C 0.28 -2.13 -5.09 0.00
C -0.39 -3.28 -5.45 0.00
C -0.70 -4.23 -4.48 0.00
C -0.33 -4.01 -3.17 0.00
C 0.36 -2.86 -2.83 0.00
H 3.36 -0.01 -1.44 -0.01
H 4.52 -1.57 -2.67 0.00
H 6.61 -1.94 -3.90 0.00
H 6.78 -1.26 -6.28 0.00
H 4.83 -0.23 -7.40 0.00
H 2.76 0.18 -6.13 0.00
H -1.00 0.37 -4.08 0.00
H -2.14 2.30 -5.12 0.00
H -0.82 4.23 -5.90 0.00
H 1.63 4.26 -5.55 0.00
H 2.74 2.37 -4.43 0.00
H 0.52 -1.39 -5.85 0.00
H -0.69 -3.45 -6.47 0.00
H -1.22 -5.14 -4.75 0.00
H -0.57 -4.74 -2.41 0.00
H 0.65 -2.67 -1.80 0.00
O -6.71 5.50 2.75 0.00
S -5.36 5.16 2.31 0.00
O -4.33 5.86 3.09 0.00
O -5.29 6.11 0.61 0.00
C -4.13 6.17 0.08 0.00
N -3.75 7.34 -0.47 0.00
C -2.51 7.43 -0.90 0.00
C -1.62 6.37 -0.89 0.00
C -2.13 5.15 -0.43 0.00
N -3.37 5.06 0.06 0.00
C -1.33 3.94 -0.43 0.02
C -0.12 3.77 -1.13 0.00
C 0.61 2.61 -0.99 0.01
N 0.25 1.58 -0.20 0.00
C -0.92 1.74 0.45 0.02
C -1.72 2.84 0.35 0.00
H -2.21 8.40 -1.28 0.00
H -0.59 6.48 -1.18 0.00
H 0.25 4.55 -1.78 0.00
H 1.53 2.48 -1.55 0.00
H -1.23 0.92 1.08 0.00
H -2.65 2.90 0.90 0.00
```

Highest occupied orbital energy (alpha / beta)   -1.036 / -1.108 eV
Charge   -2
Gap between HOMO and LUMO (alpha / beta)   4.46 / 4.54 eV
DFT total energy   -268686.2148 eV
2S+1   2

No. 6
Computed, not measured: the molecule C2H7PS in a non-equilibrium geometry, with wB97M-V/def2-TZVPD.

Geometry as XYZ:
```
11
Properties=species:S:1:pos:R:3:nbo_charge:R:1
C 0.70 0.29 0.87 -0.64
C 0.31 -0.30 -0.52 -0.54
P -1.29 0.72 -0.99 0.31
S -0.18 -2.06 -0.07 -0.09
H 0.08 -0.18 1.59 0.22
H 1.84 0.14 1.08 0.21
H 0.70 1.32 0.89 0.21
H 1.18 -0.38 -1.20 0.24
H -1.67 0.86 0.30 -0.04
H -0.47 1.92 -0.97 -0.03
H -1.20 -2.33 -0.97 0.14
```

Highest occupied orbital energy   -9.165 eV
Structure (SMILES)   C[C@H](P)S
Gap between HOMO and LUMO   10.06 eV
DFT total energy   -22310.0634 eV
2S+1   1
Energy above the lowest of the compared OMol25 structures with the same formula, charge and spin   153.5 kJ/mol

No. 7
Computed, not measured: a cluster of 2 separate species, CH3IO3P in total in a non-equilibrium geometry, with wB97M-V/def2-TZVPD.

Geometry as XYZ:
```
9
Properties=species:S:1:pos:R:3:nbo_charge:R:1
C -0.13 0.03 -0.32 -0.23
O 3.34 2.04 1.41 -1.04
O 4.44 2.21 -0.94 -1.04
O 0.73 0.72 -1.06 -0.81
P 3.59 1.51 0.06 1.97
I 4.36 -0.86 0.01 -0.21
H -0.25 0.72 0.55 0.12
H 0.21 -0.93 0.06 0.11
H -1.13 0.08 -0.84 0.13
```

Highest occupied orbital energy   -3.568 eV
Charge   -1
Gap between HOMO and LUMO   5.30 eV
DFT total energy   -24618.1248 eV
2S+1   1
Energy above the lowest of the compared OMol25 structures with the same formula, charge and spin   397.4 kJ/mol

No. 8
Computed, not measured: a cluster of 2 separate species, C21H33IN4O5P in total in a non-equilibrium geometry, with wB97M-V/def2-TZVPD.

Geometry as XYZ:
```
65
Properties=species:S:1:pos:R:3:nbo_charge:R:1
C -2.98 -4.46 3.44 -0.65
C -2.78 -4.40 1.85 -0.08
O -2.43 -3.08 1.34 -0.55
C -2.14 -3.20 -0.08 0.10
N -1.02 -2.22 -0.38 -0.36
C 0.30 -2.82 -0.50 0.03
C 1.56 -1.99 -0.83 0.34
O 2.86 -2.57 -0.97 -0.68
C 1.33 -0.44 -1.02 -0.07
C 2.64 0.40 -1.40 0.77
O 3.46 0.57 -0.46 -0.54
O 2.91 0.89 -2.71 -0.80
P 4.65 1.07 -2.93 1.44
N 4.84 2.73 -3.54 -1.11
O 5.05 -0.07 -4.17 -0.96
C -0.09 0.22 -0.86 0.15
C -0.35 1.78 -1.06 -0.50
C 0.69 2.74 -0.29 -0.43
C 1.32 3.73 -1.43 -0.42
C 2.09 5.00 -0.81 -0.23
N 1.17 6.06 -0.29 -0.82
C -1.26 -0.79 -0.53 0.29
C -2.75 -0.18 -0.41 -0.48
C -3.18 0.31 -1.91 -0.45
C -4.78 0.32 -2.12 -0.52
I -5.52 2.40 -1.96 0.08
H -4.03 -4.17 3.80 0.23
H -2.84 -5.57 3.74 0.24
H -2.18 -3.88 4.02 0.23
H -3.80 -4.68 1.37 0.19
H -1.98 -5.18 1.58 0.18
H -1.83 -4.27 -0.38 0.22
H -3.04 -2.92 -0.73 0.21
H 0.45 -3.96 -0.37 0.26
H 3.25 -2.53 -0.05 0.51
H 4.11 2.83 -4.28 0.37
H 4.49 3.34 -2.78 0.39
H 4.21 -0.36 -4.62 0.49
H -1.41 2.12 -0.73 0.25
H -0.32 1.98 -2.20 0.25
H 0.20 3.42 0.51 0.23
H 1.52 2.16 0.27 0.23
H 1.98 3.14 -2.15 0.21
H 0.42 4.15 -2.03 0.19
H 2.85 4.62 -0.05 0.20
H 2.66 5.48 -1.70 0.19
H 1.15 5.97 0.74 0.36
H 0.24 5.83 -0.69 0.35
H -3.52 -0.93 -0.02 0.25
H -2.71 0.72 0.29 0.26
H -2.66 -0.33 -2.72 0.23
H -2.83 1.39 -2.12 0.24
H -5.09 -0.01 -3.18 0.25
H -5.33 -0.34 -1.36 0.23
N 1.18 -1.27 2.07 -0.48
C 0.02 -1.55 2.70 0.01
C -0.23 -1.25 4.03 -0.25
C 0.78 -0.64 4.76 -0.15
C 1.99 -0.35 4.15 -0.26
C 2.14 -0.68 2.81 0.04
H -0.73 -2.03 2.08 0.20
H -1.18 -1.50 4.48 0.22
H 0.62 -0.40 5.81 0.23
H 2.79 0.13 4.69 0.23
H 3.06 -0.46 2.28 0.20
```

Highest occupied orbital energy   -11.421 eV
Charge   +1
Gap between HOMO and LUMO   7.04 eV
DFT total energy   -55887.3180 eV
2S+1   1